(1)
Molecular formula: C25H38BNO24P
Method: DFT, ωB97M-V/def2-TZVPD

Each line ends with the Mulliken charge.
Element x y z (Å)
1 C -0.631 -0.226 -1.798  -0.97
2 C 0.278 -1.151 -0.863  0.35
3 C 1.812 -0.648 -0.748  -0.49
4 O 2.151 -0.143 0.561  -0.56
5 B 1.670 1.174 0.803  0.50
6 P 1.671 2.636 -0.483  0.73
7 N 3.213 3.160 -0.557  -0.99
8 C 1.098 1.456 2.318  0.25
9 O 0.890 0.461 3.093  -0.65
10 O 0.868 2.701 2.793  -0.67
11 H -1.513 -0.837 -2.198  0.37
12 H -1.048 0.604 -1.125  0.19
13 H -0.054 0.279 -2.644  0.20
14 H 0.299 -2.207 -1.300  -0.23
15 H -0.213 -1.235 0.155  0.29
16 H 2.447 -1.590 -0.898  0.19
17 H 2.084 0.040 -1.610  0.35
18 H 0.777 3.660 -0.084  0.00
19 H 1.332 2.137 -1.782  -0.19
20 H 3.217 4.164 -0.335  0.18
21 C 1.903 -2.687 4.378  -0.27
22 C 1.547 -2.731 2.926  0.31
23 O 2.244 -3.887 2.459  -0.30
24 C 2.446 -4.692 3.530  0.62
25 O 2.855 -5.819 3.461  -0.61
26 O 2.124 -4.063 4.691  -0.34
27 H 1.104 -2.270 4.990  0.28
28 H 2.823 -2.128 4.568  0.29
29 H 0.476 -2.874 2.761  0.14
30 H 1.871 -1.837 2.390  -0.14
31 C -0.717 4.904 5.590  -0.39
32 C -1.128 4.500 4.212  0.18
33 O -2.556 4.567 4.270  -0.35
34 C -2.874 5.428 5.271  0.72
35 O -3.981 5.843 5.482  -0.62
36 O -1.777 5.763 6.004  -0.33
37 H 0.236 5.429 5.602  0.25
38 H -0.663 4.053 6.276  0.34
39 H -0.774 5.195 3.450  0.06
40 H -0.793 3.494 3.956  0.21
41 C 0.545 -8.005 2.625  -0.21
42 C 0.346 -9.490 2.566  -0.34
43 O -0.813 -9.626 1.752  -0.34
44 C -0.899 -8.503 0.985  0.62
45 O -1.660 -8.366 0.074  -0.55
46 O -0.008 -7.560 1.390  -0.23
47 H 1.596 -7.727 2.703  0.24
48 H -0.007 -7.541 3.447  0.25
49 H 1.180 -10.006 2.082  0.26
50 H 0.184 -9.929 3.551  0.30
51 C -0.962 10.036 3.253  -0.38
52 C -1.831 9.494 4.352  -0.39
53 O -1.478 8.120 4.390  -0.19
54 C -0.228 8.009 3.864  0.56
55 O 0.432 7.016 3.899  -0.46
56 O 0.172 9.181 3.293  -0.36
57 H -0.673 11.073 3.422  0.30
58 H -1.432 9.954 2.269  0.25
59 H -1.607 9.944 5.323  0.27
60 H -2.894 9.616 4.142  0.32
61 C -0.906 5.180 -4.234  -0.33
62 C 0.146 6.057 -3.622  -0.35
63 O 0.313 5.497 -2.326  -0.26
64 C -0.089 4.203 -2.394  0.52
65 O 0.081 3.396 -1.517  -0.25
66 O -0.702 3.935 -3.578  -0.30
67 H -0.786 5.075 -5.313  0.28
68 H -1.920 5.530 -4.022  0.28
69 H 1.099 6.005 -4.155  0.28
70 H -0.166 7.100 -3.557  0.27
71 C 0.395 -6.330 -3.925  -0.35
72 C -0.138 -6.014 -2.559  -0.04
73 O 0.679 -4.925 -2.143  -0.24
74 C 1.159 -4.330 -3.269  0.62
75 O 1.742 -3.286 -3.282  -0.55
76 O 0.889 -5.074 -4.375  -0.35
77 H -0.375 -6.706 -4.594  0.35
78 H 1.222 -7.046 -3.897  0.27
79 H -1.181 -5.686 -2.581  0.24
80 H -0.047 -6.855 -1.870  0.09
81 C -1.333 -2.344 -6.801  -0.32
82 C -1.999 -2.911 -8.021  -0.32
83 O -1.713 -4.300 -7.924  -0.33
84 C -1.476 -4.570 -6.610  0.59
85 O -1.369 -5.669 -6.156  -0.53
86 O -1.379 -3.427 -5.882  -0.24
87 H -1.858 -1.475 -6.404  0.29
88 H -0.288 -2.076 -6.980  0.28
89 H -3.083 -2.771 -8.010  0.26
90 H -1.598 -2.495 -8.946  0.29

Output
E: -3202.135575 a.u.
Net charge: -1
LUMO: 1.753 eV


(2)
Molecular formula: C25H38BrN2O2PdSi
Method: DFT, ωB97M-V/def2-TZVPD

Each line ends with the Mulliken charge.
Element x y z (Å)
1 Pd 0.835 -1.450 0.016  0.16
2 C -2.351 5.824 1.702  -1.58
3 C -1.448 5.492 0.506  2.12
4 C -2.110 6.012 -0.778  -1.68
5 C -0.122 6.232 0.686  -2.20
6 C -1.249 3.981 0.416  -0.27
7 C -0.038 3.358 0.651  -0.38
8 C 0.081 1.981 0.546  -0.53
9 Br 1.780 1.219 0.892  -0.26
10 C -0.978 1.126 0.185  0.78
11 O -0.844 -0.149 -0.041  -0.69
12 C -2.253 1.770 0.030  -0.18
13 C -2.334 3.147 0.127  -0.01
14 C -3.509 0.932 -0.224  2.20
15 C -4.776 1.785 -0.329  -2.38
16 C -3.708 -0.026 0.957  -1.34
17 C -3.378 0.146 -1.537  -1.62
18 H -2.517 6.903 1.776  0.44
19 H -1.897 5.479 2.633  0.35
20 H -3.323 5.336 1.606  0.30
21 H -2.196 7.102 -0.747  0.47
22 H -3.112 5.602 -0.908  0.32
23 H -1.520 5.736 -1.653  0.35
24 H -0.302 7.310 0.710  0.44
25 H 0.566 6.021 -0.135  0.43
26 H 0.370 5.957 1.620  0.37
27 H 0.845 3.924 0.911  0.45
28 H -3.299 3.613 -0.019  0.25
29 H -4.954 2.367 0.578  0.41
30 H -5.634 1.125 -0.475  0.44
31 H -4.739 2.472 -1.178  0.41
32 H -3.846 0.541 1.881  0.36
33 H -2.842 -0.668 1.074  -0.03
34 H -4.594 -0.647 0.798  0.44
35 H -3.339 0.834 -2.385  0.35
36 H -4.244 -0.510 -1.671  0.45
37 H -2.473 -0.457 -1.541  0.16
38 C 5.348 0.307 0.455  -1.46
39 C 5.054 -1.156 0.249  0.48
40 C 6.026 -2.120 0.480  -0.44
41 C 5.657 -3.450 0.302  -0.84
42 C 4.379 -3.764 -0.093  0.01
43 C 3.434 -2.729 -0.318  0.81
44 N 3.816 -1.445 -0.138  -0.13
45 N 2.150 -2.938 -0.711  -0.30
46 Si 1.485 -4.460 -1.155  -0.11
47 C 1.305 -5.651 0.299  -1.01
48 C 2.496 -5.344 -2.487  -1.14
49 C -0.201 -4.177 -1.940  -0.60
50 H 6.407 0.527 0.309  0.43
51 H 5.078 0.609 1.470  0.22
52 H 4.752 0.903 -0.234  0.32
53 H 7.022 -1.839 0.798  0.36
54 H 6.371 -4.246 0.486  0.38
55 H 4.089 -4.799 -0.206  0.20
56 H 2.269 -6.088 0.570  0.37
57 H 0.627 -6.473 0.050  0.34
58 H 0.928 -5.141 1.186  0.31
59 H 3.445 -5.739 -2.125  0.34
60 H 2.717 -4.650 -3.302  0.30
61 H 1.926 -6.180 -2.901  0.31
62 H -0.886 -5.009 -1.759  0.33
63 H -0.089 -4.064 -3.022  0.32
64 H -0.663 -3.261 -1.565  -0.15
65 C -1.343 -2.862 1.240  -1.02
66 C 0.082 -2.379 1.445  0.76
67 O 0.784 -2.797 2.326  -0.58
68 H -1.266 -3.949 1.178  0.30
69 H -1.781 -2.450 0.337  0.24
70 H -1.970 -2.603 2.095  0.39

Output
E: -4226.945277 a.u.
Net charge: -1
LUMO: 2.588 eV


(3)
Molecular formula: C25H38N4O2
Method: DFT, ωB97M-V/def2-TZVPD

Each line ends with the Mulliken charge.
Element x y z (Å)
1 C 0.484 5.812 6.353  -1.05
2 H 0.085 6.450 6.956  0.36
3 O -0.072 4.450 6.437  -0.44
4 C 0.337 3.555 5.705  0.85
5 C 1.491 3.739 4.726  -1.36
6 C 1.616 2.561 4.126  -0.35
7 C 0.817 1.420 4.324  -0.01
8 C 0.079 1.223 5.259  1.08
9 C -0.279 2.357 6.018  -0.61
10 H -1.164 2.356 6.637  0.37
11 H -0.606 0.166 5.539  0.08
12 C 1.440 0.018 3.614  -3.65
13 H 0.952 -0.680 3.782  1.29
14 H 2.377 -0.186 3.530  0.93
15 C 1.038 0.225 2.004  0.52
16 N -0.666 0.279 1.930  0.40
17 C -0.993 -0.728 1.050  0.19
18 N -2.125 -1.097 0.604  -0.84
19 C -1.744 -2.591 -0.095  -1.01
20 H -2.332 -2.470 -1.008  0.33
21 H -2.225 -3.210 0.551  0.45
22 C -0.413 -2.706 0.135  1.56
23 N 0.056 -1.847 1.087  0.18
24 C 1.173 -1.028 1.247  -0.76
25 H 2.350 -1.765 1.734  0.23
26 H 1.737 -0.749 0.120  0.12
27 C 0.130 -3.949 0.214  -1.66
28 H 1.248 -4.361 0.388  0.24
29 H -0.359 -4.715 -0.393  0.41
30 H -0.349 -4.375 1.231  0.32
31 H 0.246 -2.485 -0.940  -0.34
32 C -1.225 1.434 1.998  -0.60
33 H -2.411 1.005 1.995  0.45
34 C -1.135 2.495 0.770  -1.79
35 N -1.366 1.788 -0.457  -0.09
36 C -0.355 1.032 -1.117  0.43
37 O 1.009 1.475 -0.946  -0.67
38 C -1.021 0.361 -2.331  -1.48
39 H -1.395 0.962 -2.967  0.91
40 C 0.350 -0.248 -2.952  -3.51
41 H 0.999 -0.531 -2.491  2.42
42 H 0.697 0.618 -3.501  0.37
43 C 0.039 -1.238 -4.010  1.21
44 C -0.820 -0.676 -5.263  -1.42
45 C -1.063 -1.972 -6.076  -0.50
46 C 0.132 -2.640 -6.899  -0.60
47 C 0.937 -3.072 -5.697  -0.52
48 C 1.284 -1.918 -4.810  -1.52
49 H 2.040 -2.459 -3.785  0.22
50 H 1.881 -1.238 -5.011  0.87
51 H 0.484 -3.957 -5.032  0.23
52 H 1.953 -3.631 -5.964  0.30
53 H -0.041 -3.594 -7.536  0.29
54 H 0.593 -1.852 -7.405  0.34
55 H -1.864 -1.580 -7.153  0.24
56 H -1.946 -2.815 -5.646  0.22
57 H -1.646 -0.313 -4.875  0.79
58 H -0.295 -0.020 -5.711  0.55
59 H -0.528 -2.174 -3.503  0.00
60 H -1.673 -0.489 -2.086  0.59
61 H -2.180 1.310 -0.676  0.34
62 H -0.228 2.746 0.759  0.71
63 H -1.793 3.177 0.868  0.74
64 H -1.224 2.007 3.048  0.18
65 H 1.295 1.215 1.528  0.54
66 H 2.435 2.553 3.331  0.18
67 H 1.844 4.586 4.614  0.97
68 H 1.507 5.616 6.659  0.41
69 H 0.402 6.368 5.467  0.36

Output
E: -1344.013294 a.u.
Net charge: 0
LUMO: 0.640 eV


Copy entry 2 word for word.
Molecular formula: C25H38BrN2O2PdSi
Method: DFT, ωB97M-V/def2-TZVPD

Each line ends with the Mulliken charge.
Element x y z (Å)
1 Pd 0.835 -1.450 0.016  0.16
2 C -2.351 5.824 1.702  -1.58
3 C -1.448 5.492 0.506  2.12
4 C -2.110 6.012 -0.778  -1.68
5 C -0.122 6.232 0.686  -2.20
6 C -1.249 3.981 0.416  -0.27
7 C -0.038 3.358 0.651  -0.38
8 C 0.081 1.981 0.546  -0.53
9 Br 1.780 1.219 0.892  -0.26
10 C -0.978 1.126 0.185  0.78
11 O -0.844 -0.149 -0.041  -0.69
12 C -2.253 1.770 0.030  -0.18
13 C -2.334 3.147 0.127  -0.01
14 C -3.509 0.932 -0.224  2.20
15 C -4.776 1.785 -0.329  -2.38
16 C -3.708 -0.026 0.957  -1.34
17 C -3.378 0.146 -1.537  -1.62
18 H -2.517 6.903 1.776  0.44
19 H -1.897 5.479 2.633  0.35
20 H -3.323 5.336 1.606  0.30
21 H -2.196 7.102 -0.747  0.47
22 H -3.112 5.602 -0.908  0.32
23 H -1.520 5.736 -1.653  0.35
24 H -0.302 7.310 0.710  0.44
25 H 0.566 6.021 -0.135  0.43
26 H 0.370 5.957 1.620  0.37
27 H 0.845 3.924 0.911  0.45
28 H -3.299 3.613 -0.019  0.25
29 H -4.954 2.367 0.578  0.41
30 H -5.634 1.125 -0.475  0.44
31 H -4.739 2.472 -1.178  0.41
32 H -3.846 0.541 1.881  0.36
33 H -2.842 -0.668 1.074  -0.03
34 H -4.594 -0.647 0.798  0.44
35 H -3.339 0.834 -2.385  0.35
36 H -4.244 -0.510 -1.671  0.45
37 H -2.473 -0.457 -1.541  0.16
38 C 5.348 0.307 0.455  -1.46
39 C 5.054 -1.156 0.249  0.48
40 C 6.026 -2.120 0.480  -0.44
41 C 5.657 -3.450 0.302  -0.84
42 C 4.379 -3.764 -0.093  0.01
43 C 3.434 -2.729 -0.318  0.81
44 N 3.816 -1.445 -0.138  -0.13
45 N 2.150 -2.938 -0.711  -0.30
46 Si 1.485 -4.460 -1.155  -0.11
47 C 1.305 -5.651 0.299  -1.01
48 C 2.496 -5.344 -2.487  -1.14
49 C -0.201 -4.177 -1.940  -0.60
50 H 6.407 0.527 0.309  0.43
51 H 5.078 0.609 1.470  0.22
52 H 4.752 0.903 -0.234  0.32
53 H 7.022 -1.839 0.798  0.36
54 H 6.371 -4.246 0.486  0.38
55 H 4.089 -4.799 -0.206  0.20
56 H 2.269 -6.088 0.570  0.37
57 H 0.627 -6.473 0.050  0.34
58 H 0.928 -5.141 1.186  0.31
59 H 3.445 -5.739 -2.125  0.34
60 H 2.717 -4.650 -3.302  0.30
61 H 1.926 -6.180 -2.901  0.31
62 H -0.886 -5.009 -1.759  0.33
63 H -0.089 -4.064 -3.022  0.32
64 H -0.663 -3.261 -1.565  -0.15
65 C -1.343 -2.862 1.240  -1.02
66 C 0.082 -2.379 1.445  0.76
67 O 0.784 -2.797 2.326  -0.58
68 H -1.266 -3.949 1.178  0.30
69 H -1.781 -2.450 0.337  0.24
70 H -1.970 -2.603 2.095  0.39

Output
E: -4226.945277 a.u.
Net charge: -1
LUMO: 2.588 eV


Please write out number 2 again, unchanged.
Molecular formula: C25H38BrN2O2PdSi
Method: DFT, ωB97M-V/def2-TZVPD

Each line ends with the Mulliken charge.
Element x y z (Å)
1 Pd 0.835 -1.450 0.016  0.16
2 C -2.351 5.824 1.702  -1.58
3 C -1.448 5.492 0.506  2.12
4 C -2.110 6.012 -0.778  -1.68
5 C -0.122 6.232 0.686  -2.20
6 C -1.249 3.981 0.416  -0.27
7 C -0.038 3.358 0.651  -0.38
8 C 0.081 1.981 0.546  -0.53
9 Br 1.780 1.219 0.892  -0.26
10 C -0.978 1.126 0.185  0.78
11 O -0.844 -0.149 -0.041  -0.69
12 C -2.253 1.770 0.030  -0.18
13 C -2.334 3.147 0.127  -0.01
14 C -3.509 0.932 -0.224  2.20
15 C -4.776 1.785 -0.329  -2.38
16 C -3.708 -0.026 0.957  -1.34
17 C -3.378 0.146 -1.537  -1.62
18 H -2.517 6.903 1.776  0.44
19 H -1.897 5.479 2.633  0.35
20 H -3.323 5.336 1.606  0.30
21 H -2.196 7.102 -0.747  0.47
22 H -3.112 5.602 -0.908  0.32
23 H -1.520 5.736 -1.653  0.35
24 H -0.302 7.310 0.710  0.44
25 H 0.566 6.021 -0.135  0.43
26 H 0.370 5.957 1.620  0.37
27 H 0.845 3.924 0.911  0.45
28 H -3.299 3.613 -0.019  0.25
29 H -4.954 2.367 0.578  0.41
30 H -5.634 1.125 -0.475  0.44
31 H -4.739 2.472 -1.178  0.41
32 H -3.846 0.541 1.881  0.36
33 H -2.842 -0.668 1.074  -0.03
34 H -4.594 -0.647 0.798  0.44
35 H -3.339 0.834 -2.385  0.35
36 H -4.244 -0.510 -1.671  0.45
37 H -2.473 -0.457 -1.541  0.16
38 C 5.348 0.307 0.455  -1.46
39 C 5.054 -1.156 0.249  0.48
40 C 6.026 -2.120 0.480  -0.44
41 C 5.657 -3.450 0.302  -0.84
42 C 4.379 -3.764 -0.093  0.01
43 C 3.434 -2.729 -0.318  0.81
44 N 3.816 -1.445 -0.138  -0.13
45 N 2.150 -2.938 -0.711  -0.30
46 Si 1.485 -4.460 -1.155  -0.11
47 C 1.305 -5.651 0.299  -1.01
48 C 2.496 -5.344 -2.487  -1.14
49 C -0.201 -4.177 -1.940  -0.60
50 H 6.407 0.527 0.309  0.43
51 H 5.078 0.609 1.470  0.22
52 H 4.752 0.903 -0.234  0.32
53 H 7.022 -1.839 0.798  0.36
54 H 6.371 -4.246 0.486  0.38
55 H 4.089 -4.799 -0.206  0.20
56 H 2.269 -6.088 0.570  0.37
57 H 0.627 -6.473 0.050  0.34
58 H 0.928 -5.141 1.186  0.31
59 H 3.445 -5.739 -2.125  0.34
60 H 2.717 -4.650 -3.302  0.30
61 H 1.926 -6.180 -2.901  0.31
62 H -0.886 -5.009 -1.759  0.33
63 H -0.089 -4.064 -3.022  0.32
64 H -0.663 -3.261 -1.565  -0.15
65 C -1.343 -2.862 1.240  -1.02
66 C 0.082 -2.379 1.445  0.76
67 O 0.784 -2.797 2.326  -0.58
68 H -1.266 -3.949 1.178  0.30
69 H -1.781 -2.450 0.337  0.24
70 H -1.970 -2.603 2.095  0.39

Output
E: -4226.945277 a.u.
Net charge: -1
LUMO: 2.588 eV


Question: Which of these has the highest LUMO?
Answer: C25H38BrN2O2PdSi


Question: Which formula does entry 1 have?
Answer: C25H38BNO24P